# 1
Here is 5 unconnected molecules or ions with the total composition C42H72IN5O9 at a distorted geometry from the Open Molecules 2025 dataset. Energies are from wB97M-V/def2-TZVPD.

Each line ends with the Löwdin charge.
Positions of all 129 atoms, in Å:
C 5.14 0.97 -0.74  -0.099
C 4.88 1.45 0.69  -0.238
C 4.11 2.75 0.72  -0.220
O 3.75 3.14 2.05  -0.127
C 2.37 3.07 2.33  -0.114
C 1.81 1.74 2.88  -0.325
C 2.54 1.10 4.06  -0.183
N 4.01 1.01 3.91  0.034
O 0.54 2.21 3.45  -0.163
C -0.59 1.49 3.01  -0.670
I -0.91 -0.04 4.56  1.053
C -1.71 2.53 3.14  -0.188
C -3.16 2.06 3.32  -0.213
C -3.60 0.96 2.35  -0.192
C -4.87 0.26 2.77  -0.223
C -4.79 -0.99 3.38  -0.038
C -5.96 -1.67 3.74  -0.078
C -7.19 -1.08 3.49  -0.107
C -7.27 0.18 2.91  -0.104
C -6.11 0.85 2.54  -0.035
C -0.19 0.96 1.60  -0.193
C -0.52 1.84 0.40  -0.088
C -1.06 1.05 -0.77  -0.193
C -0.47 1.16 -2.03  -0.044
C -0.97 0.47 -3.13  -0.074
C -2.08 -0.36 -3.00  -0.042
C -2.69 -0.49 -1.75  -0.249
C -3.91 -1.35 -1.54  -0.048
C -2.17 0.22 -0.66  0.002
C 1.34 0.78 1.75  -0.151
C 1.89 -0.64 1.75  -0.140
O 1.04 -1.57 2.43  -0.171
C 1.70 -2.49 3.24  -0.274
O 1.10 -3.76 3.19  -0.094
C 0.77 -4.23 1.88  -0.163
C 1.90 -4.17 0.86  -0.214
O 1.61 -3.33 -0.24  -0.079
H 5.72 1.70 -1.30  0.075
H 4.23 0.70 -1.24  0.073
H 5.75 0.07 -0.68  0.066
H 4.32 0.68 1.21  0.079
H 5.80 1.59 1.24  0.115
H 4.76 3.53 0.34  0.125
H 3.24 2.72 0.07  0.112
H 2.13 3.84 3.07  0.139
H 1.81 3.33 1.43  0.115
H 2.17 0.09 4.20  0.071
H 2.25 1.67 4.95  0.124
H 4.35 0.53 4.74  0.073
H 4.39 1.95 4.00  0.069
H -1.46 3.09 4.04  0.118
H -1.69 3.25 2.32  0.107
H -3.78 2.92 3.10  0.115
H -3.38 1.80 4.35  0.089
H -2.83 0.22 2.17  0.067
H -3.82 1.44 1.40  0.118
H -3.84 -1.45 3.57  0.085
H -5.90 -2.65 4.19  0.099
H -8.09 -1.61 3.76  0.097
H -8.23 0.64 2.71  0.095
H -6.15 1.82 2.08  0.114
H -0.55 -0.06 1.52  0.123
H -1.26 2.61 0.62  0.093
H 0.35 2.36 0.02  0.094
H 0.39 1.81 -2.18  0.103
H -0.53 0.57 -4.11  0.097
H -2.48 -0.88 -3.86  0.107
H -3.68 -2.28 -1.03  0.083
H -4.62 -0.78 -0.94  0.069
H -4.41 -1.54 -2.48  0.051
H -2.67 0.08 0.28  0.083
H 1.82 1.20 0.87  0.123
H 2.04 -0.99 0.73  0.127
H 2.88 -0.61 2.20  0.107
H 2.76 -2.58 2.96  0.127
H 1.66 -2.19 4.29  0.116
H 0.46 -5.26 2.02  0.124
H -0.10 -3.70 1.51  0.124
H 2.05 -5.17 0.45  0.114
H 2.84 -3.87 1.31  0.115
H 0.87 -2.75 -0.01  0.073
C 3.77 -6.99 -3.79  -0.014
C 4.71 -5.84 -4.07  -0.558
O 5.75 -6.00 -4.71  0.016
N 4.37 -4.62 -3.59  0.016
C 3.19 -4.25 -2.82  -0.072
H 4.18 -7.89 -4.24  0.079
H 3.66 -7.15 -2.72  0.080
H 2.79 -6.80 -4.23  0.083
H 5.03 -3.90 -3.81  0.115
H 2.63 -3.49 -3.36  0.090
H 3.50 -3.84 -1.86  0.071
H 2.55 -5.11 -2.64  0.071
C -8.94 -0.36 -3.05  -0.011
C -7.74 -0.97 -2.37  -0.541
O -6.67 -1.11 -2.94  0.029
N -7.88 -1.36 -1.07  0.018
C -9.06 -1.27 -0.23  -0.069
H -8.66 -0.10 -4.07  0.081
H -9.77 -1.07 -3.08  0.083
H -9.26 0.55 -2.53  0.084
H -7.04 -1.76 -0.68  0.134
H -8.84 -0.66 0.65  0.062
H -9.35 -2.27 0.10  0.085
H -9.89 -0.83 -0.77  0.072
C -2.59 6.98 -0.74  -0.010
C -1.83 5.67 -0.64  -0.546
O -2.40 4.60 -0.58  0.036
N -0.48 5.74 -0.61  0.012
C 0.37 6.91 -0.66  -0.074
H -3.65 6.76 -0.75  0.082
H -2.37 7.62 0.12  0.084
H -2.33 7.50 -1.66  0.085
H -0.03 4.83 -0.54  0.124
H 1.03 6.86 -1.53  0.084
H 0.99 6.97 0.24  0.083
H -0.22 7.81 -0.73  0.071
C 7.02 -0.21 -5.03  -0.009
C 6.48 -1.06 -3.90  -0.554
O 5.31 -1.01 -3.55  0.018
N 7.35 -1.88 -3.26  0.010
C 8.76 -2.08 -3.53  -0.072
H 6.21 0.39 -5.43  0.082
H 7.81 0.45 -4.67  0.084
H 7.41 -0.85 -5.82  0.086
H 6.93 -2.42 -2.52  0.135
H 8.95 -3.12 -3.79  0.087
H 9.35 -1.83 -2.64  0.083
H 9.09 -1.45 -4.35  0.071

As for the LUMO energy: 0.49 eV. Its structure (SMILES) is CCCOC[C@@]1(CN)O[C@@](I)(CCCc2ccccc2)[C@@H](Cc2cccc(C)c2)[C@@H]1COCOCCO.CNC(C)=O.CNC(C)=O.CNC(C)=O.CNC(C)=O.

---

# 2
Here is 11 unconnected molecules or ions with the total composition C42H73N3O18 at a distorted geometry from the Open Molecules 2025 dataset. Energies are from wB97M-V/def2-TZVPD.

Each line ends with the Löwdin charge.
Positions of all 136 atoms, in Å:
O -1.28 1.33 -3.79  0.028
C -2.41 1.03 -4.06  -0.618
N -3.01 1.61 -5.12  0.171
C -3.14 0.00 -3.24  0.015
H -2.44 2.29 -5.60  0.111
H -3.88 1.24 -5.46  0.105
H -4.13 -0.08 -3.70  0.076
H -3.29 0.24 -2.19  0.079
H -2.62 -0.95 -3.31  0.077
O -2.15 -3.57 -1.77  0.035
C -1.15 -3.97 -2.35  -0.629
N 0.02 -4.06 -1.75  0.171
C -1.26 -4.37 -3.82  0.005
H 0.56 -4.89 -1.93  0.121
H -0.11 -3.77 -0.79  0.094
H -1.05 -3.52 -4.47  0.069
H -2.25 -4.77 -4.06  0.088
H -0.41 -5.06 -3.82  0.074
C -4.27 -5.04 4.93  -0.076
C -3.60 -5.57 3.67  -0.269
N -3.24 -4.38 2.96  -0.186
C -2.16 -4.56 1.93  -0.207
C -0.79 -4.93 2.62  -0.078
C -4.36 -3.80 2.20  -0.290
C -4.39 -2.30 2.08  -0.081
H -3.71 -4.37 5.59  0.073
H -4.76 -5.79 5.55  0.065
H -5.07 -4.37 4.62  0.058
H -2.69 -6.14 3.84  0.099
H -4.15 -6.29 3.06  0.115
H -1.96 -3.70 1.29  0.092
H -2.50 -5.40 1.32  0.105
H 0.08 -4.65 2.03  0.046
H -0.78 -6.01 2.77  0.056
H -0.66 -4.36 3.55  0.062
H -4.45 -4.18 1.19  0.105
H -5.34 -4.11 2.57  0.107
H -5.00 -1.97 1.23  0.073
H -4.80 -1.82 2.97  0.066
H -3.38 -1.93 1.93  0.061
O 3.17 5.75 0.68  0.088
C 2.75 4.66 1.06  -0.478
O 1.59 4.58 1.73  0.042
C 1.50 3.46 2.52  -0.187
C 2.32 2.49 1.69  -0.133
C 3.42 3.35 1.06  -0.054
H 0.46 3.12 2.62  0.117
H 1.89 3.58 3.52  0.132
H 1.58 2.02 1.04  0.095
H 2.85 1.64 2.13  0.093
H 3.71 3.14 0.03  0.118
H 4.23 3.52 1.77  0.140
O 1.94 2.87 -2.45  0.107
C 3.07 2.61 -2.81  -0.486
O 3.78 1.57 -2.24  0.011
C 5.09 1.50 -2.70  -0.179
C 5.02 2.27 -4.05  -0.084
C 3.88 3.34 -3.73  -0.068
H 5.58 0.53 -2.84  0.123
H 5.87 1.90 -2.04  0.117
H 4.52 1.62 -4.76  0.087
H 5.93 2.74 -4.41  0.115
H 3.30 3.64 -4.61  0.133
H 4.15 4.29 -3.27  0.142
O 0.79 -2.26 1.03  0.046
C 0.70 -1.09 0.57  -0.347
O -0.31 -0.23 1.06  -0.018
C -0.64 0.76 0.12  -0.144
C 0.16 0.30 -1.11  -0.167
C 1.28 -0.57 -0.70  -0.081
H -0.37 1.78 0.41  0.106
H -1.70 0.69 -0.13  0.124
H 0.51 1.14 -1.71  0.088
H -0.52 -0.17 -1.81  0.103
H 2.21 -0.09 -0.41  0.123
H 1.51 -1.36 -1.41  0.115
O 3.60 -0.64 2.04  0.069
C 4.74 -1.11 1.84  -0.380
O 4.98 -2.47 1.92  0.034
C 6.39 -2.70 1.75  -0.153
C 7.00 -1.34 1.89  -0.217
C 6.00 -0.31 1.50  -0.065
H 6.59 -3.02 0.73  0.129
H 6.71 -3.42 2.51  0.134
H 7.96 -1.28 1.38  0.122
H 7.32 -1.21 2.92  0.121
H 6.23 -0.17 0.44  0.125
H 6.04 0.63 2.04  0.130
O -3.48 2.74 -1.50  0.086
C -2.53 3.45 -1.75  -0.496
O -1.62 3.76 -0.86  0.042
C -0.84 4.88 -1.35  -0.120
C -1.66 5.48 -2.46  -0.166
C -2.37 4.27 -3.07  -0.061
H 0.03 4.47 -1.86  0.109
H -0.51 5.68 -0.68  0.141
H -1.01 5.88 -3.24  0.121
H -2.37 6.19 -2.04  0.124
H -1.76 3.63 -3.71  0.092
H -3.33 4.53 -3.52  0.124
O 3.94 -3.00 -3.57  0.103
C 3.21 -2.19 -4.11  -0.430
O 3.71 -1.13 -4.84  0.000
C 2.62 -0.37 -5.48  -0.099
C 1.42 -0.78 -4.56  -0.165
C 1.66 -2.20 -4.17  -0.080
H 2.43 -0.65 -6.52  0.124
H 2.65 0.71 -5.36  0.105
H 0.48 -0.51 -5.05  0.112
H 1.41 -0.10 -3.71  0.097
H 1.29 -2.85 -4.97  0.123
H 1.17 -2.56 -3.27  0.083
O -1.96 4.79 3.08  0.064
C -3.03 4.23 2.75  -0.474
O -4.14 4.89 2.59  0.053
C -5.22 4.04 2.25  -0.136
C -4.71 2.60 2.50  -0.141
C -3.25 2.82 2.26  -0.087
H -5.38 4.10 1.17  0.124
H -6.12 4.28 2.82  0.126
H -5.11 1.76 1.94  0.120
H -4.90 2.27 3.52  0.115
H -2.93 2.81 1.22  0.112
H -2.64 2.22 2.94  0.104
O -3.30 -0.14 4.65  0.047
C -2.06 -0.21 4.35  -0.371
O -1.31 0.92 4.20  -0.010
C 0.06 0.63 4.23  -0.172
C 0.13 -0.80 4.87  -0.119
C -1.13 -1.42 4.31  -0.084
H 0.73 1.32 4.73  0.128
H 0.37 0.56 3.19  0.099
H 0.30 -0.71 5.94  0.122
H 0.94 -1.27 4.31  0.114
H -1.60 -2.11 5.00  0.122
H -1.04 -1.98 3.38  0.109

As for the LUMO energy: 0.25 eV. Its structure (SMILES) is CCN(CC)CC.O=C1CCCO1.O=C1CCCO1.O=C1CCCO1.O=C1CCCO1.O=C1CCCO1.O=C1CCCO1.O=C1CCCO1.O=C1CCCO1.CC(N)=O.CC(N)=O.

---

Calculated values (kJ/mol) of ΔE to the lowest compared entry with this formula, charge and spin for the records, taken in order: 0.0 487.9.